{"formula": "C18H23NO5", "method": "ωB97M-V/def2-TZVPD", "smiles": "C=C1N(c2cc(OC)c(OC)c(OC)c2)C(=O)OC12CCCCC2", "e_homo_ev": -8.3211, "e_above_lowest_kj_mol": 534.0, "orbital_gap_ha": 0.3327, "total_charge": 0, "elements": ["O", "O", "O", "O", "O", "C", "C", "C", "C", "C", "C", "C", "C", "C", "N", "C", "C", "C", "C", "C", "C", "C", "C", "C", "H", "H", "H", "H", "H", "H", "H", "H", "H", "H", "H", "H", "H", "H", "H", "H", "H", "H", "H", "H", "H", "H", "H"], "coordinates": [[-1.08075, 1.70724, 1.26245], [0.84751, -3.55071, 1.25589], [2.89837, 0.04306, 3.62623], [2.82135, -2.73227, 3.17876], [-1.49345, 2.11951, -1.01839], [-0.79867, 1.52482, 0.08309], [0.99845, 0.08792, -2.61804], [0.17518, 0.71978, -1.77798], [0.67613, -1.38668, 0.44577], [1.57128, 0.46914, 1.62438], [1.20715, -2.23796, 1.35431], [2.21673, -0.44707, 2.52771], [2.13707, -1.84671, 2.34392], [0.94355, -0.00867, 0.48385], [0.27498, 0.80122, -0.41865], [-0.12932, -4.04267, 2.20981], [1.90396, 0.32518, 4.69333], [4.20012, -2.50545, 3.53543], [-3.60005, 2.30008, -3.85401], [-3.71593, 1.21241, -2.75111], [-2.35767, 3.19474, -3.49939], [-2.37041, 0.39900, -2.63998], [-1.07071, 2.43918, -3.37660], [-1.15119, 1.32420, -2.27222], [0.97475, 0.04517, -3.66223], [1.91543, -0.25808, -2.14498], [0.00673, -1.74838, -0.36427], [1.77996, 1.54117, 1.78064], [-0.94129, -3.39495, 2.37933], [0.33076, -4.38319, 3.12060], [-0.72535, -4.84702, 1.85871], [1.17079, 1.05291, 4.40953], [2.49783, 0.74340, 5.54787], [1.40571, -0.63681, 4.99852], [4.20718, -1.90693, 4.48002], [4.62255, -3.52672, 3.69813], [4.77272, -2.05214, 2.73349], [-3.46672, 1.80061, -4.84952], [-4.54490, 2.83856, -3.77907], [-3.93360, 1.65287, -1.76614], [-4.54556, 0.61682, -2.94334], [-2.49706, 3.83213, -2.47376], [-2.26992, 3.99667, -4.25294], [-2.16296, -0.10818, -3.60255], [-2.47494, -0.34193, -1.91967], [-0.34729, 3.15532, -3.18424], [-0.87854, 2.01938, -4.46265]], "forces_ev_per_a": [[0.4346, -0.3310, -2.8113], [-0.8364, -1.3573, 0.1972], [-1.5485, 0.4492, 0.5506], [-1.1836, 0.2569, -1.1777], [0.8473, -2.0516, 1.2232], [-1.4945, 1.9372, 0.6218], [1.2556, 0.3894, 2.6055], [-0.8356, -1.2868, -3.6006], [-0.5984, 1.0962, -1.5544], [1.8263, -0.1217, 0.2057], [0.5650, -1.6741, 0.9863], [-0.5423, 0.0532, -0.9085], [0.6072, 1.4723, 0.8637], [0.4665, -1.8403, 1.8747], [-1.6933, 1.7967, 0.4988], [0.9826, 0.1063, -0.2856], [1.7241, -1.1028, 0.8051], [-0.4719, -0.5070, 0.8594], [0.9158, -0.3777, 1.4766], [2.5009, 1.0841, 0.1943], [-2.0291, 2.0023, 1.4871], [0.1302, 1.6058, -1.0143], [-0.7244, -2.5335, -2.0911], [-0.6048, 2.0827, 0.7688], [-0.6022, 0.0908, -1.2417], [-0.0067, -0.3408, -0.2881], [0.6071, -0.0199, 0.8020], [-0.3737, -0.6428, -0.0602], [-0.4729, 1.8865, 0.5514], [0.3529, 0.2237, 0.4717], [0.3636, -1.3273, -1.2406], [-0.3649, 0.3428, -0.5341], [-0.5232, -0.5092, -0.7588], [0.4650, 0.9050, -0.2955], [0.3932, -0.4459, -0.9223], [-0.3861, 0.8252, 0.0440], [-0.0937, 0.3775, -0.0648], [-0.1691, 0.5856, 0.7173], [0.1777, 0.3553, -0.5921], [0.2737, 0.2028, -0.3249], [-1.2562, -1.5942, -0.5249], [-0.1258, -1.7371, -2.2674], [0.1977, -0.3937, 0.1193], [0.0930, 0.3146, 0.3858], [-0.1287, -1.4858, 1.4605], [1.8646, 0.9963, 0.5766], [0.0213, 0.2422, 2.2115]], "lowdin_charge": [0.1166, -0.0755, -0.1292, -0.0861, 0.0240, -0.3875, 0.1027, -0.2318, 0.0678, 0.0838, -0.2347, -0.2138, -0.1065, -0.2092, 0.0695, -0.0392, -0.0239, -0.0528, -0.1767, -0.1741, -0.2196, -0.0747, -0.1389, -0.2729, 0.0489, 0.0726, 0.1547, 0.1458, 0.0765, 0.0873, 0.0727, 0.0740, 0.1007, 0.1093, 0.0960, 0.0997, 0.0923, 0.1210, 0.1001, 0.1174, 0.0770, 0.1635, 0.1040, 0.1297, 0.0860, 0.0901, 0.1630]}